(1)
The following is a DFT calculation (the ωB97M-V functional and the def2-TZVPD basis) of 7 unconnected molecules or ions with the total composition H14O7 in a non-equilibrium geometry.

Summary:
ΔE to the lowest compared entry with this formula, charge and spin (eV): 1.587
Gap between HOMO and LUMO (eV): 11.256
Molar mass (g mol⁻¹): 126.10
E_LUMO (Eh): 0.0131
HOMO (eV): -10.900

```
21
Properties=species:S:1:pos:R:3:forces:R:3
O -0.041 0.277 -2.563 2.1281 0.2577 2.5332
O 2.043 1.563 0.174 -3.1187 0.9945 -0.6282
O -0.771 2.212 0.961 -1.5619 -0.5071 -0.9616
O -2.284 -0.367 -0.728 2.1562 0.2003 0.8472
H -0.961 0.266 -2.601 -2.4130 -0.1810 -0.3163
H 0.363 0.240 -3.394 0.4155 -0.0463 -2.0299
H 1.480 1.246 -0.605 1.2703 0.3656 1.2667
H 1.328 2.180 0.584 1.6603 -1.3039 -0.7900
H -1.000 1.489 1.553 0.4529 -0.2373 0.5890
H -1.522 2.054 0.326 1.1587 0.6187 0.3416
H -2.982 -0.832 -0.289 -0.8243 -0.3935 0.2328
H -1.528 -0.530 -0.072 -1.3774 0.2814 -1.1413
O 1.595 -0.216 2.202 0.2243 -3.3348 4.9046
O -1.052 -0.980 1.791 2.1944 0.8049 -0.6498
O 1.203 -2.471 -2.167 -0.7902 1.8761 0.3515
H -0.064 -0.751 1.965 -1.7923 -0.6108 -0.0139
H -1.466 -1.126 2.630 -0.1901 -0.1241 0.7495
H 1.866 0.355 1.569 1.4648 3.1815 -3.7632
H 2.388 -0.327 2.812 -1.7652 0.0731 -1.1884
H 1.120 -1.462 -2.016 -0.2154 -2.5361 -0.3533
H 0.284 -2.820 -2.134 0.9230 0.6211 0.0198
```
Positions in Å, forces in eV/Å.

---

(2)
The following is a DFT calculation (the ωB97M-V functional and the def2-TZVPD basis) of 7 unconnected molecules or ions with the total composition H14O7.

Summary:
ΔE to the lowest compared entry with this formula, charge and spin (eV): 2.416
Gap between HOMO and LUMO (eV): 11.203
Molar mass (g mol⁻¹): 126.10
E_LUMO (Eh): 0.0055
HOMO (eV): -11.054

```
21
Properties=species:S:1:pos:R:3:forces:R:3
H -0.433 -0.339 1.684 -0.2544 0.2100 -0.1681
H 0.278 -0.633 0.373 -0.3768 -0.1790 0.0052
H -0.721 -2.448 1.736 -0.1317 -0.1881 0.0338
H -1.946 -2.269 0.855 0.0034 0.1242 -0.0196
H 3.296 -2.865 -1.195 -0.0658 -0.0942 0.0396
H 2.939 -2.595 0.257 -0.0360 -0.0335 -0.0567
H 1.786 -0.614 -2.026 -0.1261 -0.1896 0.0593
H 1.304 0.123 -0.787 0.1050 0.0419 -0.1355
H 1.378 3.690 1.145 0.0096 -0.0072 0.0995
H 1.839 2.331 1.644 -0.1732 -0.0267 0.0730
H -0.048 3.361 -1.182 -0.0716 -0.1041 -0.0818
H 0.531 1.956 -1.221 -0.3220 0.0138 -0.0837
H -4.192 -0.153 -0.016 0.0739 0.0925 -0.0601
H -5.291 -0.078 -1.063 0.0881 0.0334 -0.0439
O -0.090 0.091 0.893 0.6455 0.3448 0.1324
O -1.572 -1.998 1.701 -0.0449 -0.4504 0.2033
O 2.550 -2.853 -0.586 0.3193 -0.1403 0.1137
O 1.061 -0.587 -1.391 0.1457 0.4765 -0.2501
O 1.311 3.095 1.901 0.1429 0.0695 -0.1690
O 0.365 2.726 -1.777 0.2226 0.1293 0.1830
O -4.344 0.058 -0.944 -0.1536 -0.1228 0.1256
```
Positions in Å, forces in eV/Å.

---

(3)
The following is a DFT calculation (the ωB97M-V functional and the def2-TZVPD basis) of 7 unconnected molecules or ions with the total composition H14O7.

Summary:
ΔE to the lowest compared entry with this formula, charge and spin (eV): 1.728
Gap between HOMO and LUMO (eV): 10.797
Molar mass (g mol⁻¹): 126.10
E_LUMO (Eh): 0.0063
HOMO (eV): -10.626

```
21
Properties=species:S:1:pos:R:3:forces:R:3
O -2.955 2.472 1.018 0.2019 0.1564 -0.1591
H -3.707 2.773 1.528 -0.1666 0.1102 0.1182
H -2.903 1.533 1.198 0.0088 -0.3571 0.0479
O -0.953 -0.328 0.116 -0.4104 0.1917 0.1953
H -0.500 -0.655 -0.662 0.1609 -0.2804 -0.0119
H -0.816 0.619 0.093 0.0342 0.4131 -0.0601
O 0.722 -1.478 -2.815 -0.2153 0.0540 0.1867
H 0.189 -2.112 -3.294 -0.2738 -0.0937 -0.2680
H 1.399 -1.214 -3.438 0.3591 0.1170 -0.0993
O 1.740 1.429 1.151 -0.2624 0.0573 -0.1235
H 2.216 1.159 1.937 0.1878 -0.2692 0.1159
H 1.676 2.381 1.225 -0.0142 0.3658 0.0635
O 0.505 -2.721 -0.237 0.0092 -0.1176 0.2122
H 0.277 -3.646 -0.151 -0.0642 -0.2233 0.1766
H 0.388 -2.530 -1.168 0.3265 0.0861 -0.2954
O -0.458 -0.602 2.951 -0.0537 -0.0605 0.6915
H 0.007 0.223 3.092 0.0637 0.1544 -0.0002
H -0.604 -0.636 2.006 0.0173 -0.1568 -0.7124
O 1.395 1.372 -1.773 -0.0683 0.2570 -0.4122
H 0.991 0.525 -1.960 -0.1067 -0.2508 -0.0969
H 1.391 1.434 -0.818 0.2662 -0.1536 0.4311
```
Positions in Å, forces in eV/Å.

---

ΔE to the lowest compared entry with this formula, charge and spin of number 2 (H14O7)?
2.416 eV